# 1
Below is C60H46ClFeI4N7O as an isolated structure, with properties calculated with wB97M-V/def2-TZVPD.

Orbital gap (spin up / spin down) ... 5.26 / 4.99 eV
E ... -154753.7136 eV
Total charge ... +1
Spin multiplicity ... 6

Cartesian coordinates (Å):
Fe (-0.3081, 0.0042, 0.1503)
I (3.0831, -7.3085, -5.1890)
C (2.1738, -5.6653, -4.2275)
C (1.3311, -4.8238, -4.9378)
C (0.7276, -3.7567, -4.3000)
C (0.9465, -3.5139, -2.9429)
C (1.7971, -4.3844, -2.2482)
C (2.4154, -5.4405, -2.8806)
C (0.3315, -2.4122, -2.1980)
C (0.4336, -1.0986, -2.6434)
C (1.0772, -0.6816, -3.8595)
C (1.0802, 0.6733, -3.8638)
C (0.4482, 1.0994, -2.6455)
C (0.3748, 2.4171, -2.2071)
C (0.9646, 3.5051, -2.9942)
C (0.6384, 3.7544, -4.3274)
C (1.1859, 4.8304, -5.0002)
C (2.0875, 5.6630, -4.3549)
I (2.9019, 7.3232, -5.3719)
C (2.4516, 5.4169, -3.0397)
C (1.8808, 4.3582, -2.3668)
C (-0.1533, 2.8073, -0.9421)
N (-0.3709, 1.9935, 0.1391)
C (-0.7437, 2.8250, 1.1689)
C (-0.9930, 2.4338, 2.5085)
C (-1.2548, 3.4988, 3.4865)
C (-2.4986, 3.5665, 4.1127)
C (-2.7790, 4.5677, 5.0196)
C (-1.7976, 5.4959, 5.3315)
I (-2.2153, 7.0194, 6.7360)
C (-0.5554, 5.4466, 4.7172)
C (-0.2917, 4.4603, 3.7876)
C (-1.0612, 1.1157, 2.9320)
C (-1.3192, 0.7006, 4.2839)
C (-1.3978, -0.6519, 4.2693)
C (-1.1786, -1.0687, 2.9109)
N (-0.9431, 0.0207, 2.1236)
C (-1.2185, -2.3852, 2.4707)
C (-0.9276, -2.7825, 1.1416)
C (-1.0875, -4.0965, 0.6676)
C (-0.6598, -4.0948, -0.6461)
C (-0.2508, -2.7813, -0.9452)
N (-0.4592, -1.9665, 0.1352)
C (-1.6431, -3.4173, 3.4255)
C (-0.8328, -4.5059, 3.7468)
C (-1.2540, -5.4454, 4.6673)
C (-2.5030, -5.3196, 5.2558)
I (-3.1574, -6.7609, 6.6555)
C (-3.3380, -4.2647, 4.9213)
C (-2.8998, -3.3137, 4.0237)
C (-0.8434, 4.1535, 0.7151)
C (-0.4715, 4.1407, -0.6142)
N (0.0420, 0.0036, -1.9335)
H (1.1311, -5.0126, -5.9820)
H (0.0453, -3.1294, -4.8519)
H (1.9925, -4.2138, -1.2006)
H (3.0739, -6.0915, -2.3280)
H (1.4771, -1.3370, -4.6070)
H (1.4833, 1.3248, -4.6136)
H (-0.0804, 3.1264, -4.8298)
H (0.8963, 5.0347, -6.0196)
H (3.1663, 6.0542, -2.5429)
H (2.1680, 4.1636, -1.3455)
H (-3.2606, 2.8482, 3.8499)
H (-3.7554, 4.6281, 5.4741)
H (0.2019, 6.1762, 4.9567)
H (0.6722, 4.4206, 3.3022)
H (-1.4226, 1.3608, 5.1225)
H (-1.5800, -1.3121, 5.0940)
H (-1.4770, -4.9239, 1.2281)
H (-0.6760, -4.9186, -1.3296)
H (0.1385, -4.6047, 3.2858)
H (-0.6133, -6.2742, 4.9232)
H (-4.3238, -4.1871, 5.3524)
H (-3.5502, -2.4981, 3.7455)
H (-1.1616, 4.9965, 1.2977)
H (-0.4697, 4.9708, -1.2904)
C (8.3597, -2.2712, -0.6430)
C (7.3314, -1.6246, -1.5830)
C (6.9643, -2.6437, -2.6752)
C (8.0043, -0.4302, -2.2658)
C (6.0350, -1.2388, -0.7817)
O (5.3266, -2.4204, -0.4182)
C (6.2693, -0.4656, 0.5399)
C (6.8090, 0.9715, 0.4804)
C (6.3203, 1.7507, 1.6727)
C (6.7467, 1.4437, 2.9613)
C (6.2337, 2.1135, 4.0575)
C (5.2823, 3.1052, 3.8678)
Cl (4.6047, 3.9233, 5.2282)
C (4.8762, 3.4532, 2.5886)
C (5.3993, 2.7782, 1.5018)
C (5.0328, -0.4895, -1.6976)
N (3.8811, -0.0585, -0.9635)
C (2.8412, -0.7663, -0.5290)
N (2.0470, 0.0051, 0.2037)
C (2.6865, 1.2012, 0.1935)
N (3.7862, 1.1895, -0.5086)
H (9.1900, -2.6589, -1.2273)
H (7.9410, -3.1082, -0.0870)
H (8.7666, -1.5489, 0.0590)
H (7.8673, -3.1166, -3.0541)
H (6.4676, -2.1594, -3.5132)
H (6.3102, -3.4210, -2.2861)
H (8.8996, -0.7801, -2.7739)
H (8.3041, 0.3306, -1.5553)
H (7.3635, 0.0227, -3.0167)
H (5.9104, -2.9534, 0.1321)
H (6.9234, -1.0651, 1.1713)
H (5.3032, -0.4428, 1.0521)
H (6.4621, 1.4745, -0.4195)
H (7.9001, 0.9633, 0.4775)
H (7.4938, 0.6776, 3.1130)
H (6.5668, 1.8695, 5.0533)
H (4.1627, 4.2494, 2.4469)
H (5.0862, 3.0445, 0.5035)
H (4.7053, -1.1629, -2.4920)
H (5.4819, 0.4025, -2.1249)
H (2.7082, -1.8052, -0.7437)
H (2.3392, 2.0618, 0.7275)

Here are the Mulliken charges for atoms 1 to 4, given in e: atom 1 (Fe): -0.15, atom 2 (I): 0.11, atom 3 (C): -0.21, atom 4 (C): -0.81

---

# 2
Below is C60H46F3NO2SSbV as an isolated structure, with properties calculated with wB97M-V/def2-TZVPD.

Orbital gap (spin up / spin down) ... 6.65 / 6.65 eV
Energy above the lowest of the compared OMol25 structures with the same formula, charge and spin ... 0.000 eV
E ... -119749.5453 eV
Total charge ... +2

Cartesian coordinates (Å):
V (0.2204, 0.2914, -0.4134)
O (1.7554, 0.0566, -0.9053)
C (3.0336, 0.7725, -1.0840)
C (2.7910, 2.0235, -0.2146)
C (1.7120, 2.9732, -0.7245)
C (1.9045, 4.2668, -1.1044)
C (0.8534, 4.9733, -1.7153)
C (-0.3629, 4.3698, -1.8469)
C (-0.5306, 3.0798, -1.4356)
C (-1.8221, 2.3403, -1.5579)
C (-1.7653, 1.0732, -2.4405)
O (-0.8903, 0.1694, -1.6896)
C (-3.1300, 0.3943, -2.4498)
C (-3.8968, 0.1044, -3.6007)
C (-5.0693, -0.6148, -3.5189)
C (-5.5865, -1.0099, -2.2860)
C (-4.8499, -0.6935, -1.1519)
C (-3.6798, 0.0188, -1.2205)
C (-1.3180, 1.2971, -3.8685)
C (-0.8797, 0.1989, -4.5470)
C (-0.6974, 0.2610, -5.9239)
C (-1.0003, 1.3951, -6.6485)
C (-1.3577, 2.5467, -5.9476)
C (-1.5942, 2.4516, -4.5551)
N (0.4823, 2.4496, -0.8615)
C (4.1320, -0.1874, -0.5761)
C (4.8990, -0.9651, -1.4075)
C (5.8200, -1.8751, -0.9074)
C (6.0116, -1.9874, 0.4877)
C (5.1938, -1.2455, 1.3500)
C (4.3275, -0.3091, 0.8177)
C (3.2705, 1.1610, -2.5491)
C (2.2930, 0.8649, -3.4905)
C (2.4964, 1.1542, -4.8218)
C (3.6623, 1.7721, -5.2668)
C (4.6347, 2.0778, -4.2766)
C (4.4416, 1.7735, -2.9392)
H (3.7259, 2.5869, -0.2713)
H (2.6094, 1.7743, 0.8447)
H (2.9394, 4.6157, -1.1390)
H (1.0979, 5.9577, -2.1215)
H (-1.2150, 4.9070, -2.3188)
H (-2.5185, 3.0553, -1.9717)
H (-2.1825, 2.0184, -0.5930)
H (-3.5867, 0.4960, -4.5344)
H (-5.5666, -0.8542, -4.4626)
H (-6.4816, -1.6268, -2.2072)
H (-5.1711, -1.0599, -0.1928)
H (-3.1925, 0.3064, -0.2794)
H (-0.6126, -0.6605, -3.9793)
H (-0.2861, -0.5774, -6.4552)
H (-0.8890, 1.5031, -7.7423)
H (-1.4759, 3.5142, -6.4678)
H (-2.0543, 3.3013, -4.0644)
H (4.8259, -0.8840, -2.5168)
H (6.3072, -2.5335, -1.5844)
H (6.7469, -2.6615, 0.8571)
H (5.2397, -1.4026, 2.3870)
H (3.7528, 0.3092, 1.5312)
H (1.4270, 0.3090, -3.1975)
H (1.7722, 0.8750, -5.5135)
H (3.8335, 2.0569, -6.2882)
H (5.5475, 2.5500, -4.5527)
H (5.2062, 2.0207, -2.1986)
F (-4.5529, -7.2620, -0.4644)
C (-4.5327, -6.2218, -1.2693)
F (-3.8932, -6.5793, -2.3907)
F (-5.8072, -5.9369, -1.6140)
C (-3.7767, -5.0375, -0.7342)
C (-3.4835, -3.9932, -1.6128)
C (-2.6245, -2.9927, -1.2528)
C (-2.0447, -3.0163, 0.0159)
C (-2.3243, -4.0333, 0.9216)
C (-3.1550, -5.0581, 0.5266)
C (-1.0703, -2.0321, 0.3634)
C (-0.1485, -1.2631, 0.5970)
H (-3.8440, -3.9842, -2.6128)
H (-2.3276, -2.2072, -1.9326)
H (-1.9046, -4.0477, 1.9108)
H (-3.2833, -5.9102, 1.1499)
S (-0.4032, 1.4350, 1.5113)
Sb (-0.2032, 0.4626, 3.6264)
C (-0.3324, -1.6244, 3.7331)
C (-1.4422, -2.2572, 4.2955)
C (-1.4026, -3.6240, 4.4799)
C (-0.2677, -4.3422, 4.1509)
C (0.8206, -3.7350, 3.5336)
C (0.7765, -2.3856, 3.2947)
C (-1.5599, 1.3855, 4.8952)
C (-2.9360, 1.1722, 4.6884)
C (-3.8394, 1.9155, 5.4116)
C (-3.3834, 2.8392, 6.3480)
C (-2.0349, 3.0657, 6.5277)
C (-1.1027, 2.3363, 5.8234)
C (1.7393, 0.7895, 4.2183)
C (2.2922, 0.0227, 5.2524)
C (3.6083, 0.2379, 5.6262)
C (4.3593, 1.1548, 4.9433)
C (3.8539, 1.9141, 3.8989)
C (2.5088, 1.7512, 3.5879)
H (-2.3313, -1.7127, 4.6265)
H (-2.2317, -4.0973, 4.9547)
H (-0.1364, -5.3940, 4.4049)
H (1.6569, -4.3155, 3.3048)
H (1.6319, -1.8955, 2.8747)
H (-3.2970, 0.4911, 3.9500)
H (-4.8816, 1.7372, 5.2665)
H (-4.0926, 3.4117, 6.9209)
H (-1.7072, 3.8687, 7.1811)
H (-0.0422, 2.5514, 5.9315)
H (1.6839, -0.7550, 5.6893)
H (4.0890, -0.4001, 6.3644)
H (5.3812, 1.2893, 5.2113)
H (4.5452, 2.6259, 3.4339)
H (2.1502, 2.3371, 2.7606)

Here are the Mulliken charges for atoms 1 to 4, given in e: atom 1 (V): -0.20, atom 2 (O): -0.25, atom 3 (C): 2.68, atom 4 (C): -0.05

---

# 3
Below is C60H46N5O4RhS as an isolated structure, with properties calculated with wB97M-V/def2-TZVPD.

Orbital gap (spin up / spin down) ... 3.96 / 4.86 eV
E ... -92442.5571 eV
Total charge ... -2
Spin multiplicity ... 5

Cartesian coordinates (Å):
Rh (0.7381, 0.6067, 0.4818)
C (0.8354, -0.6119, 10.1284)
O (1.5144, 0.4886, 9.5578)
C (1.4130, 0.5349, 8.1722)
C (2.5428, 0.3091, 7.4079)
C (2.4644, 0.3818, 6.0221)
C (1.2610, 0.6497, 5.3674)
C (0.1390, 0.8868, 6.1692)
C (0.2070, 0.8351, 7.5524)
C (1.1778, 0.6773, 3.8899)
C (0.5823, 1.8401, 3.2657)
C (0.2417, 3.0394, 3.9164)
C (-0.4756, 3.7928, 2.9975)
C (-0.5390, 3.0448, 1.8066)
N (0.1469, 1.8551, 1.9784)
C (-1.2112, 3.3949, 0.6061)
C (-0.6136, 3.0496, -0.7014)
C (-0.4308, 3.9689, -1.7470)
C (-0.1813, 3.2232, -2.8846)
C (-0.1942, 1.8622, -2.4985)
C (-0.2929, 0.8019, -3.4393)
C (-0.5612, 1.1141, -4.8616)
C (-1.6602, 1.8853, -5.2278)
C (-1.9525, 2.1746, -6.5579)
C (-1.1298, 1.6779, -7.5607)
O (-1.3222, 1.9014, -8.9044)
C (-2.4311, 2.6900, -9.2621)
C (-0.0295, 0.8991, -7.2211)
C (0.2440, 0.6250, -5.8937)
C (-0.2142, -0.5589, -3.0917)
N (0.1623, -0.8859, -1.7783)
C (0.4556, -2.2723, -1.7686)
C (1.4672, -2.5369, 0.4138)
C (0.8466, -3.9028, 0.5443)
C (-0.0980, -4.0206, 1.7046)
C (-0.2987, -5.1969, 2.2984)
C (0.4775, -6.3800, 1.9038)
O (0.1439, -7.5783, 2.5219)
C (-1.1185, -8.0655, 2.1133)
C (1.5104, -6.3230, 1.0675)
C (1.9260, -5.0451, 0.4128)
C (2.2712, -1.8290, 1.4668)
C (2.3105, -2.5313, 2.7834)
C (1.9698, -1.6937, 3.7562)
C (1.5856, -0.4070, 3.1616)
N (1.6475, -0.5056, 1.7920)
C (0.1074, -2.9235, -3.0525)
C (-0.4564, -1.7369, -3.7830)
N (-0.3584, 1.7800, -1.1029)
C (-2.5052, 4.0365, 0.6283)
C (-3.2353, 4.2149, 1.8355)
C (-4.4795, 4.8046, 1.8702)
C (-5.0986, 5.2347, 0.7008)
O (-6.3383, 5.8316, 0.8389)
C (-7.0482, 6.0756, -0.3481)
C (-4.4508, 5.0293, -0.5085)
C (-3.1925, 4.4414, -0.5390)
H (0.9983, -0.5679, 11.2049)
H (1.2271, -1.5582, 9.7410)
H (-0.2396, -0.5760, 9.9289)
H (3.4808, 0.0933, 7.9056)
H (3.3520, 0.2225, 5.4214)
H (-0.8020, 1.1162, 5.6848)
H (-0.6739, 1.0275, 8.1543)
H (0.5000, 3.3075, 4.9287)
H (-0.8813, 4.7836, 3.1330)
H (-0.5386, 5.0402, -1.6670)
H (-0.0386, 3.5891, -3.8898)
H (-2.3057, 2.2717, -4.4487)
H (-2.8196, 2.7788, -6.7856)
H (-2.4212, 2.7628, -10.3477)
H (-2.3679, 3.6953, -8.8339)
H (-3.3727, 2.2322, -8.9425)
H (0.6063, 0.5242, -8.0139)
H (1.1076, 0.0238, -5.6373)
H (-0.6107, -3.1259, 2.0383)
H (-0.9803, -5.3029, 3.1348)
H (-1.3466, -8.9327, 2.7316)
H (-1.0950, -8.3644, 1.0596)
H (-1.9043, -7.3153, 2.2432)
H (2.0915, -7.2218, 0.8812)
H (2.9397, -4.7485, 0.6954)
H (2.6616, -3.5476, 2.8806)
H (1.9698, -1.8924, 4.8172)
H (0.7774, -3.6095, -3.5621)
H (-0.9166, -1.7788, -4.7595)
H (-2.8144, 3.8367, 2.7550)
H (-5.0095, 4.9172, 2.8091)
H (-8.0286, 6.4485, -0.0557)
H (-7.1728, 5.1623, -0.9390)
H (-6.5541, 6.8276, -0.9731)
H (-4.9104, 5.3135, -1.4461)
H (-2.7328, 4.2770, -1.5016)
C (4.3080, 1.3961, -3.6440)
C (3.5827, 0.3230, -4.1438)
C (2.6663, -0.3360, -3.3378)
C (2.4618, 0.0863, -2.0283)
C (3.1940, 1.1487, -1.5246)
C (4.1145, 1.8005, -2.3308)
N (1.5021, -0.5670, -1.1554)
C (1.7103, -2.0988, -0.9851)
C (-0.4661, -3.3922, -1.6759)
C (0.2662, -4.4207, -0.8335)
C (1.6934, -5.0010, -1.1389)
C (2.7584, -4.1401, -1.7785)
C (2.8698, -2.8235, -1.6156)
H (5.0223, 1.9110, -4.2757)
H (3.7299, -0.0062, -5.1659)
H (2.1068, -1.1750, -3.7296)
H (3.0391, 1.4428, -0.4945)
H (4.6808, 2.6295, -1.9253)
H (-1.5148, -3.2192, -1.4589)
H (-0.3728, -5.2778, -0.6143)
H (1.6650, -5.9833, -1.6185)
H (3.5796, -4.6828, -2.2363)
H (3.7366, -2.2726, -1.9456)
S (4.0193, -1.7048, 0.9107)

Here are the Mulliken charges for atoms 1 to 4, given in e: atom 1 (Rh): 1.30, atom 2 (C): -0.81, atom 3 (O): -0.48, atom 4 (C): 0.47

---

# 4
Below is C60H52AuGeN2O2P2S2 as an isolated structure, with properties calculated with wB97M-V/def2-TZVPD.

Orbital gap ... 7.12 eV
Energy above the lowest of the compared OMol25 structures with the same formula, charge and spin ... 0.027 eV
E ... -170594.1670 eV
Total charge ... +1

Cartesian coordinates (Å):
Au (-0.9557, 1.2008, 0.2901)
C (2.2167, 2.4023, 2.1031)
C (1.3997, 3.5550, 2.5990)
C (1.6866, 4.1537, 3.8190)
C (0.8671, 5.1411, 4.3440)
C (-0.2704, 5.5354, 3.6585)
C (-0.5588, 4.9733, 2.4264)
C (0.2867, 4.0065, 1.8736)
P (-0.0966, 3.3455, 0.2318)
C (1.2128, 3.7699, -0.9312)
C (2.0818, 4.8074, -0.5782)
C (2.9855, 5.3078, -1.4976)
C (3.0295, 4.7568, -2.7697)
C (2.1733, 3.7235, -3.1126)
C (1.2363, 3.2168, -2.2153)
C (0.2758, 2.1535, -2.6794)
C (-1.5031, 4.3062, -0.3369)
C (-1.4264, 5.6220, -0.7826)
C (-2.5949, 6.2872, -1.1102)
C (-3.8199, 5.6388, -0.9831)
C (-3.8871, 4.3269, -0.5418)
C (-2.7147, 3.6492, -0.2157)
C (-2.7603, 2.2400, 0.2828)
H (3.1143, 2.2611, 2.7045)
H (2.5087, 2.5368, 1.0620)
H (1.6309, 1.4811, 2.1612)
H (2.5568, 3.8224, 4.3728)
H (1.1116, 5.5928, 5.2964)
H (-0.9317, 6.2837, 4.0743)
H (-1.4433, 5.2980, 1.8971)
H (2.0379, 5.2328, 0.4175)
H (3.6409, 6.1248, -1.2250)
H (3.7282, 5.1384, -3.5036)
H (2.2097, 3.3099, -4.1136)
H (0.2640, 2.1092, -3.7673)
H (-0.7497, 2.3547, -2.3580)
H (0.5495, 1.1620, -2.3073)
H (-0.4656, 6.1138, -0.8781)
H (-2.5564, 7.3081, -1.4654)
H (-4.7315, 6.1632, -1.2387)
H (-4.8451, 3.8284, -0.4545)
H (-3.3901, 1.6270, -0.3579)
H (-3.1200, 2.1534, 1.3094)
S (3.1731, -2.3388, -1.4834)
P (3.1884, -0.7828, -0.3590)
S (1.0493, -0.4598, 0.1185)
C (3.8566, -0.9138, 1.3149)
C (5.2534, -1.0359, 1.3315)
C (5.9296, -1.2086, 2.5279)
C (5.2198, -1.2518, 3.7214)
C (3.8388, -1.1265, 3.7110)
C (3.1574, -0.9605, 2.5155)
C (4.0089, 0.6339, -1.1023)
C (4.2012, 0.5884, -2.4831)
C (4.9686, 1.5611, -3.1046)
C (5.5253, 2.5870, -2.3563)
C (5.3096, 2.6522, -0.9856)
C (4.5440, 1.6838, -0.3595)
H (5.8142, -1.0074, 0.4038)
H (7.0070, -1.3077, 2.5291)
H (5.7457, -1.3896, 4.6572)
H (3.2792, -1.1691, 4.6362)
H (2.0793, -0.8850, 2.5192)
H (3.7889, -0.2368, -3.0494)
H (5.1419, 1.5086, -4.1716)
H (6.1314, 3.3408, -2.8433)
H (5.7528, 3.4481, -0.4015)
H (4.4211, 1.7086, 0.7131)
O (-2.9607, 0.0314, 2.6166)
C (-3.0838, -0.5517, 1.5611)
N (-3.9908, -1.5118, 1.2434)
C (-3.9655, -1.8898, -0.1619)
C (-2.7637, -1.0197, -0.6366)
O (-2.3106, -0.9367, -1.7601)
N (-2.2748, -0.3533, 0.4416)
C (-5.2622, -1.5187, -0.8843)
C (-6.4743, -1.5886, -0.2017)
C (-7.6703, -1.3159, -0.8485)
C (-7.6730, -0.9731, -2.1929)
C (-6.4708, -0.9051, -2.8801)
C (-5.2717, -1.1761, -2.2333)
C (-3.6462, -3.3755, -0.3541)
C (-3.7264, -4.2671, 0.7124)
C (-3.4547, -5.6149, 0.5232)
C (-3.0959, -6.0856, -0.7319)
C (-3.0150, -5.2006, -1.7959)
C (-3.2941, -3.8543, -1.6103)
H (-4.7582, -1.6823, 1.8689)
H (-6.5113, -1.8742, 0.8423)
H (-8.6010, -1.3758, -0.2994)
H (-8.6058, -0.7676, -2.7013)
H (-6.4602, -0.6418, -3.9301)
H (-4.3411, -1.1103, -2.7798)
H (-3.9821, -3.9135, 1.7024)
H (-3.5193, -6.2960, 1.3621)
H (-2.8805, -7.1359, -0.8793)
H (-2.7290, -5.5557, -2.7775)
H (-3.2204, -3.1709, -2.4450)
Ge (0.2816, -2.6999, 0.2069)
C (1.1085, -3.4642, 1.7841)
C (2.3892, -4.0184, 1.7854)
C (2.9342, -4.5306, 2.9540)
C (2.2117, -4.4771, 4.1399)
C (0.9391, -3.9204, 4.1538)
C (0.3890, -3.4203, 2.9786)
C (0.4327, -3.8046, -1.3827)
C (-0.2533, -3.4379, -2.5348)
C (-0.2039, -4.2398, -3.6695)
C (0.5201, -5.4226, -3.6527)
C (1.1940, -5.8048, -2.4957)
C (1.1527, -4.9989, -1.3692)
H (-1.1794, -2.4703, 0.5014)
H (2.9746, -4.0432, 0.8736)
H (3.9244, -4.9677, 2.9392)
H (2.6401, -4.8711, 5.0530)
H (0.3707, -3.8822, 5.0742)
H (-0.6108, -2.9986, 2.9987)
H (-0.8187, -2.5143, -2.5609)
H (-0.7379, -3.9411, -4.5634)
H (0.5567, -6.0509, -4.5336)
H (1.7522, -6.7320, -2.4724)
H (1.6776, -5.3178, -0.4773)

Here are the Mulliken charges for atoms 1 to 4, given in e: atom 1 (Au): 0.57, atom 2 (C): 0.01, atom 3 (C): 0.23, atom 4 (C): -0.61

---

Across the entries above, max |F| takes the values 0.037; 0.046; 0.012; 0.021 Eh/bohr, respectively.